Version w
{"formula": "C6H9NO2", "method": "ωB97M-V/def2-TZVPD", "smiles": "O=C=O.C#C.C=C.C=N", "lumo_ev": 0.228, "multiplicity": 1, "e_homo_ev": -9.8138, "gap_ev": 10.042, "elements": ["O", "C", "O", "C", "C", "H", "H", "C", "C", "H", "H", "H", "H", "C", "N", "H", "H", "H"], "coordinates": [[-4.15310, -0.94343, -1.04149], [-4.97211, -0.58326, -0.31666], [-5.82771, -0.29084, 0.37371], [1.83739, -0.19430, 0.44815], [2.07508, -0.82168, 1.37364], [2.33569, 0.58052, 0.09391], [1.73474, -2.06996, 1.69796], [4.29377, -1.06412, -1.13483], [5.51273, -1.65105, -0.82660], [4.48248, -0.00342, -1.52815], [3.53841, -1.29427, -0.31772], [5.64376, -2.38486, -0.04640], [6.38531, -1.51171, -1.39946], [-4.22796, 2.25815, 0.40956], [-5.36466, 2.73543, 0.17162], [-3.44311, 2.04477, -0.32176], [-3.98337, 2.07054, 1.41404], [-5.86734, 3.12350, 0.95048]], "lowdin_charge": [0.208, -0.468, 0.214, -0.083, -0.058, -0.008, 0.173, -0.084, -0.067, 0.076, 0.000, 0.035, 0.016, -0.156, 0.037, 0.075, 0.049, 0.041]}



Version x
{"formula": "C6H9NO2", "method": "ωB97M-V/def2-TZVPD", "smiles": "C=C(CC(C)=O)C(N)=O", "lumo_ev": 0.670, "multiplicity": 1, "e_homo_ev": -9.4673, "gap_ev": 10.137, "elements": ["C", "C", "C", "C", "C", "O", "C", "N", "O", "H", "H", "H", "H", "H", "H", "H", "H", "H"], "coordinates": [[-1.80823, -0.79690, -0.51631], [-0.79987, -0.63946, 0.32927], [-0.20133, 0.71388, 0.64685], [0.90074, 1.02389, -0.35008], [0.56798, 2.05144, -1.38773], [1.96711, 0.45111, -0.31351], [-0.22441, -1.84654, 1.01725], [1.10799, -1.79699, 1.21919], [-0.92717, -2.77529, 1.37512], [-2.27057, 0.02627, -1.03639], [-2.21878, -1.77686, -0.69070], [0.22342, 0.68987, 1.65240], [-0.98072, 1.47437, 0.59857], [1.41364, 2.20082, -2.05300], [-0.29128, 1.71155, -1.96150], [0.30590, 2.99493, -0.91605], [1.55015, -2.61672, 1.60710], [1.68543, -1.08937, 0.77951]], "lowdin_charge": [0.101, -0.216, -0.088, -0.427, -0.003, 0.071, -0.526, 0.184, 0.054, 0.070, 0.077, 0.132, 0.120, 0.087, 0.088, 0.091, 0.118, 0.068]}



Version y
{"formula": "C6H9NO2", "method": "ωB97M-V/def2-TZVPD", "lumo_ev": 0.572, "multiplicity": 1, "e_homo_ev": -8.8322, "gap_ev": 9.404, "elements": ["C", "C", "C", "C", "C", "N", "C", "O", "O", "H", "H", "H", "H", "H", "H", "H", "H", "H"], "coordinates": [[0.61442, 2.28614, -0.22341], [1.58605, 0.06377, 0.51625], [-1.44178, -1.40706, -0.30355], [-1.40809, -1.16794, 1.12875], [0.37265, 0.82558, 0.06376], [-0.27441, -2.15025, -0.72234], [-0.85842, 0.31544, -0.05886], [-2.55209, -1.41792, -0.87426], [-1.59827, -1.00139, 2.25504], [0.02460, -1.79917, -1.62680], [-0.56547, -3.11576, -0.84989], [-1.72351, 0.91330, -0.32273], [-0.29492, 2.80658, -0.52125], [1.35553, 2.39586, -1.02148], [1.02737, 2.78161, 0.66093], [1.94163, 0.48192, 1.46370], [1.39409, -0.99810, 0.63999], [2.40062, 0.18739, -0.20384]], "lowdin_charge": [-0.056, -0.054, -0.696, -0.052, -0.332, 0.112, 0.041, -0.010, 0.246, 0.100, 0.097, 0.114, 0.079, 0.086, 0.087, 0.091, 0.059, 0.088]}



Version z
{"formula": "C6H9NO2", "method": "ωB97M-V/def2-TZVPD", "smiles": "CC(=O)/C(C)=C(\\N)C=O", "lumo_ev": 0.060, "multiplicity": 1, "e_homo_ev": -8.7289, "gap_ev": 8.789, "elements": ["C", "C", "O", "C", "C", "C", "N", "C", "O", "H", "H", "H", "H", "H", "H", "H", "H", "H"], "coordinates": [[2.35568, 0.54322, -0.68328], [1.39335, -0.19987, 0.20792], [1.78033, -1.05279, 1.00049], [-0.12396, 0.21342, 0.12518], [-0.38198, 1.68409, 0.13205], [-0.95349, -0.83013, 0.08849], [-0.65638, -2.18049, 0.11077], [-2.49929, -0.52963, 0.08624], [-3.30720, -1.42042, 0.31681], [2.63294, 1.48887, -0.21118], [1.90093, 0.73315, -1.65906], [3.25342, -0.06220, -0.83896], [-0.25513, 2.10085, -0.87194], [-1.38438, 1.93651, 0.48598], [0.31347, 2.19586, 0.80643], [0.20668, -2.38410, 0.62211], [-1.45044, -2.72958, 0.44864], [-2.82456, 0.49324, -0.16671]], "lowdin_charge": [-0.015, -0.367, 0.060, -0.180, -0.060, -0.254, 0.113, -0.143, 0.036, 0.090, 0.088, 0.088, 0.088, 0.070, 0.089, 0.087, 0.095, 0.115]}



Q: What are the energies relative to the best structure? A: version w 168.9; version x 0.0; version y 78.7; version z 21.6, in kcal/mol.



Version w
{"formula": "C3H4ClF", "method": "ωB97M-V/def2-TZVPD", "lumo_ev": [-1.186, -0.256], "multiplicity": 1, "e_homo_ev": [-9.5148, -10.1709], "gap_ev": [8.328, 9.915], "elements": ["C", "C", "C", "F", "Cl", "H", "H", "H", "H"], "coordinates": [[0.39245, 0.47741, 0.23014], [-1.91234, -1.10734, -0.30547], [1.69546, 0.64120, 0.16343], [-2.59748, -0.32525, 0.49414], [2.93710, -0.55005, -0.07646], [-1.41887, -0.52439, -1.15137], [-0.27480, 1.23900, 0.23951], [-1.05046, -1.55331, 0.24275], [2.22893, 1.70272, 0.16333]], "lowdin_charge": [0.018, -0.058, -0.687, -0.046, 0.559, 0.058, 0.008, 0.043, 0.105]}



Version x
{"formula": "C3H4ClF", "method": "ωB97M-V/def2-TZVPD", "smiles": "C=C[C@@H](F)Cl", "lumo_ev": 0.763, "multiplicity": 1, "e_homo_ev": -10.0685, "gap_ev": 10.832, "elements": ["C", "C", "C", "F", "Cl", "H", "H", "H", "H"], "coordinates": [[1.28587, -0.37986, -0.56817], [0.35068, -0.31002, 0.45594], [-0.91928, 0.46895, 0.39862], [-0.87514, 1.40278, -0.47060], [-2.12572, -0.55805, -0.35628], [2.20026, -1.20773, -0.69327], [1.15288, 0.22486, -1.57008], [0.14660, -0.76330, 1.50462], [-1.21614, 1.12238, 1.29921]], "lowdin_charge": [-0.007, -0.224, -0.876, -0.056, 0.679, 0.113, 0.092, 0.128, 0.152]}



Version y
{"formula": "C3H4ClF", "method": "ωB97M-V/def2-TZVPD", "lumo_ev": 0.271, "multiplicity": 1, "e_homo_ev": -9.8209, "gap_ev": 10.092, "elements": ["C", "C", "C", "H", "H", "H", "H", "F", "Cl"], "coordinates": [[-0.55897, -0.96772, -0.24384], [0.58984, 0.03430, 0.16382], [0.00739, 1.31522, 0.55140], [-1.01737, -1.87227, 0.48699], [2.08456, -0.19713, -0.26977], [0.79909, 2.17275, 0.89326], [-1.18294, 1.78332, 0.54550], [-1.52162, -0.29951, -0.90205], [0.80002, -1.96897, -1.22531]], "lowdin_charge": [-0.612, -0.313, -0.062, 0.169, 0.219, 0.074, 0.131, -0.017, 0.410]}



Q: What are the energies relative to the best structure? A: version w 78.2; version x 0.0; version y 72.4, in kcal/mol.